[1]
ORCA calculation (wB97M-V/def2-TZVPD) on a structure of composition C29H26AlO2PTe4.

spin multiplicity	1
DFT total energy	-79654.66514	eV
HOMO energy	-0.7916	eV
energy relative to the best compared isomer or geometry (same formula, charge and spin)	0.21	kcal/mol
charge	-2

Element x y z (Å)
Te 4.0886 -1.7819 1.1776
Te 6.4917 4.0033 -3.8597
Te 5.8114 1.9324 0.0207
Te 6.5754 4.2762 -1.1632
P -0.6680 -2.2368 -0.9387
Al 3.0336 0.0981 0.0688
O 1.3690 -0.1708 -0.6276
O 1.4922 1.0139 -2.5280
C -0.8363 -2.2868 0.8874
C -3.4164 0.7559 -1.7656
C -0.4536 1.1287 2.4677
C 0.8669 0.9143 2.8391
C -2.0260 -3.3749 -1.4529
C -2.4550 -3.3307 -2.7836
C 0.3135 -2.5678 1.6147
C 0.3023 2.6808 0.7843
C -2.6051 1.8202 -2.1379
C 0.2699 -2.6313 3.0036
C 2.3595 4.0393 -0.7235
C -0.9253 -2.4239 3.6713
C 0.8599 0.4518 -1.6582
C -3.4491 -5.3079 -1.1283
C -2.5313 -4.3854 -0.6381
C -3.3759 -4.2418 -3.2718
C -1.2309 1.6667 -2.1179
C -0.7285 2.0158 1.4390
C 1.8919 1.5786 2.1836
C -0.6523 0.4726 -1.6959
C -1.4577 -0.6144 -1.3445
C -2.0339 -2.0612 1.5687
C -2.8441 -0.4497 -1.3948
C 1.6319 2.4638 1.1304
C 3.6701 1.9582 -0.2565
C -2.0819 -2.1372 2.9502
C 2.8134 3.1015 0.3997
C -3.8802 -5.2378 -2.4430
C 3.5611 3.9538 1.4363
H -0.5715 2.4686 -2.4246
H 4.3726 4.5042 0.9606
H -2.0615 -2.5644 -3.4425
H 1.7477 4.8634 -0.3407
H -3.8271 -6.0839 -0.4732
H 3.5972 2.0751 -1.3406
H -1.2530 0.5873 2.9565
H -3.6969 -4.1797 -4.3047
H 0.0617 3.3532 -0.0281
H -4.4953 0.8575 -1.7814
H 3.9899 3.3455 2.2327
H -3.4891 -1.2873 -1.1595
H 3.2462 4.4600 -1.2008
H 2.8629 4.6696 1.8828
H 1.7966 3.4991 -1.4879
H -2.9359 -1.8268 1.0156
H -3.0426 2.7609 -2.4496
H -1.7525 2.1736 1.1172
H -4.5974 -5.9548 -2.8238
H -2.2062 -4.4551 0.3922
H 1.2661 -2.6976 1.1117
H 1.1894 -2.8223 3.5431
H -0.9611 -2.4695 4.7537
H 1.1084 0.2061 3.6217
H -3.0169 -1.9594 3.4694
H 2.9175 1.3913 2.4867

[2]
ORCA calculation (wB97M-V/def2-TZVPD) on a structure of composition C29H26As2F6MgN5PS3.

spin multiplicity	2
DFT total energy	-223171.54263	eV
HOMO energy (alpha / beta)	-10.2629 / -10.2628	eV
energy relative to the best compared isomer or geometry (same formula, charge and spin)	31.05	kcal/mol
charge	+1
<S²>	0.784

Element x y z (Å)
As 3.4764 0.1524 -1.3687
As 0.5154 -1.2480 -0.8686
S -1.7373 4.3236 1.6304
S -5.8524 -2.6691 5.0106
S -1.5373 1.8409 3.3259
P 2.6419 0.7418 2.1154
Mg -0.0335 0.1588 1.2570
F 1.1200 0.5413 2.7708
F 2.6811 2.2180 2.6709
F 3.2765 0.0977 3.4118
F 2.4500 -0.7635 1.4729
F 4.0398 0.8918 1.3560
F 1.8543 1.3075 0.7573
N -2.1499 -0.2697 0.8572
N -4.2841 -3.0259 5.0808
N -5.7960 -1.6976 3.7272
N -0.4748 -1.5974 2.4346
N -0.7037 2.0802 0.8414
C -0.2825 3.4883 -2.5213
C -2.2538 -2.4332 3.8153
C 5.2742 -0.4109 -1.9561
C 0.6243 -0.6467 -5.0755
C -4.0641 -0.8721 2.1770
C -2.9514 0.3700 0.0274
C -0.8122 4.7590 -2.2903
C 0.3777 -2.3026 3.1535
C -2.6801 -0.9007 1.9072
C 2.7750 -0.0245 -4.2254
C -3.6541 -2.3901 4.1035
C -4.8943 -0.1487 1.3169
C 2.3482 -0.2895 -2.9319
C -0.2006 2.5573 -1.5073
C -4.3307 0.4587 0.2140
C 0.1996 -0.9376 -3.7898
C -1.0578 -2.3715 -1.2172
C -0.0110 -3.1356 4.2036
C 1.0667 -0.7913 -2.7132
C 1.9189 -0.2106 -5.2971
C 3.6805 2.0809 -1.6739
C -1.2470 2.6492 1.8909
C -1.3427 -3.2005 4.5474
C -0.6603 2.9048 -0.2378
C -1.2508 5.1309 -1.0344
C 1.7067 -2.7796 -0.5812
C -1.7746 -1.6549 2.7427
C -4.5418 -1.6080 3.3067
C -1.1856 4.1967 -0.0121
H 2.2577 0.0058 -6.2992
H -1.9212 -1.7948 -1.5446
H -1.6401 6.1188 -0.8571
H 2.7779 2.6159 -1.3849
H 5.9562 -0.2411 -1.1228
H 3.7769 0.3399 -4.4046
H 0.7301 -3.7034 4.7419
H 4.5059 2.4433 -1.0631
H 1.6868 -3.4352 -1.4557
H -0.8872 5.4620 -3.1070
H -1.7060 -3.8153 5.3561
H -5.9505 -0.1019 1.5291
H 3.9048 2.2631 -2.7247
H 0.0585 3.2269 -3.5107
H -4.9386 0.9968 -0.4951
H -0.8210 -3.1351 -1.9614
H 1.3512 -3.3281 0.2926
H 5.6190 0.1765 -2.8062
H 2.7304 -2.4584 -0.3901
H 1.4213 -2.2150 2.8934
H 5.2870 -1.4715 -2.2030
H -0.0586 -0.7675 -5.9022
H -0.8143 -1.2835 -3.6263
H 0.1928 1.5610 -1.6753
H -1.3102 -2.8600 -0.2744
H -2.4737 0.8315 -0.8287

[3]
ORCA calculation (wB97M-V/def2-TZVPD) on a structure of composition C29H26BCl7N11O3Ta.

spin multiplicity	2
DFT total energy	-142886.67403	eV
HOMO energy (alpha / beta)	-9.5634 / -9.5827	eV
energy relative to the best compared isomer or geometry (same formula, charge and spin)	661.42	kcal/mol
charge	+1
<S²>	0.756

Element x y z (Å)
Ta -0.5326 -1.3657 0.3314
Cl -0.3760 -4.5859 0.4717
Cl 1.9736 -6.8164 4.8594
Cl 0.3608 -7.1932 2.2106
Cl 2.1425 -1.4683 3.9208
Cl 0.7149 -1.6583 -4.8857
Cl 2.8265 -3.9602 5.7752
Cl -2.1427 -0.5275 -1.0573
O -2.2098 -2.2815 1.3729
O 0.6523 -2.2438 1.5466
O -4.5284 -2.0157 1.1263
N -2.9899 -0.7211 0.0503
N -0.1467 1.6681 1.2255
N 0.7999 4.4463 0.6786
N 1.5953 -0.4415 -0.2518
N 1.5594 3.3729 0.3162
N -0.5300 1.4004 -2.1245
N 1.8982 0.8468 0.1343
N -1.4002 0.7109 -1.2932
N 0.1785 -2.2538 -1.6100
N 0.3334 2.2273 -1.4547
N -0.3827 0.3600 1.6380
C -1.4889 1.7647 2.9909
C 1.5890 -5.4549 3.8909
C 3.7585 -0.3313 0.3105
C -0.5247 3.2886 -3.2388
C -0.6209 -2.2902 -4.0049
C 2.7346 -1.1514 -0.1690
C -1.1776 0.4365 2.7385
C 2.9351 -2.5831 -0.5405
C 0.3474 3.3582 -2.1441
C -1.5512 -0.7031 3.6284
C 1.9889 -4.1813 4.2997
C -2.7755 -3.3050 -3.6776
C 0.5696 -4.5313 1.9278
C -2.8902 -2.8000 -2.4230
C 1.6974 -3.0752 3.5044
C -0.8296 2.4959 2.0295
C 1.4968 5.5265 0.3857
C 0.8738 -5.6356 2.7021
C 3.1872 0.8939 0.5137
C -1.1296 2.0643 -3.1705
C 2.7296 3.8078 -0.2400
C 0.9911 -3.2602 2.3267
C 0.9451 6.8950 0.6161
C -1.6604 -2.9507 -4.5379
C -2.0337 -1.7042 -2.0138
C -0.6547 -2.0357 -2.5600
C -3.4060 -1.7188 0.9231
C -2.3417 1.5873 -3.8710
C 2.7360 5.1729 -0.2006
B 0.9111 2.0232 0.1455
H 3.4577 3.1263 -0.6429
H 3.1991 -3.1600 0.3491
H -2.1164 0.7897 -4.5825
H -3.2455 -0.0139 -1.8766
H -3.0748 1.2084 -3.1560
H -1.4000 -0.3846 4.6592
H -2.7790 2.4231 -4.4100
H -0.9748 -1.6009 3.4363
H -0.7904 3.5553 1.8431
H 2.0595 -3.0149 -1.0052
H -3.5475 -3.9546 -4.0643
H -3.3733 0.4421 1.2183
H -2.1277 2.1315 3.7748
H 3.7734 -2.6469 -1.2339
H -2.6076 -0.9450 3.5147
H -3.7756 -2.9806 -1.8206
H 0.2826 6.9009 1.4792
H 3.5205 5.8336 -0.5275
H 0.3657 7.2175 -0.2505
H -0.7047 4.0603 -3.9668
H 1.0137 4.1616 -1.8739
H 4.7800 -0.6157 0.4940
H 1.7471 7.6135 0.7714
H 3.6157 1.7898 0.9260
H -1.6772 -3.2227 -5.5843
H -1.8233 2.1836 -0.5932

[4]
ORCA calculation (wB97M-V/def2-TZVPD) on a structure of composition C29H26BrN2O2Pd.

spin multiplicity	1
DFT total energy	-111080.52356	eV
HOMO energy (alpha / beta)	-10.6899 / -10.6914	eV
energy relative to the best compared isomer or geometry (same formula, charge and spin)	83.38	kcal/mol
charge	+1

Element x y z (Å)
Pd 0.2059 -1.0597 -0.7461
Br -0.9083 -3.9154 -6.6144
O 2.8068 -0.8209 -0.8711
O -0.5085 -2.5920 0.4766
N 1.0674 -0.4713 1.1161
N 0.3015 -0.4100 2.1364
C -0.5410 1.8769 -1.5835
C 2.6700 0.8791 2.3358
C -1.0999 -2.3447 1.5509
C -0.6912 -1.2276 2.4210
C -1.7154 0.2419 5.7022
C 0.1475 -3.5873 -3.9948
C -1.2249 -1.2103 -3.4849
C -2.2059 -3.1419 1.9622
C -1.4025 -1.0015 3.6538
C 3.6851 -0.9894 -1.9900
C -2.5076 -1.8199 3.9852
C 3.9104 1.4510 2.3955
C -0.7034 -3.0420 -4.9427
C -0.3634 -1.7359 -2.5347
C -2.8232 -0.5499 6.0143
C 4.8194 1.2567 1.3489
C -1.0163 0.0190 4.5396
C -1.0291 3.2103 -1.9477
C -2.8747 -2.8945 3.1097
C -1.3928 -1.8652 -4.6979
C -3.2133 -1.5621 5.1652
C 2.2892 0.1103 1.2127
C 3.2215 -0.0673 0.1484
C -0.1362 0.7587 -1.3285
C 4.4800 0.5074 0.2365
C 0.3174 -2.9223 -2.7878
C -1.5683 3.1609 -3.3858
C -2.1768 3.5662 -0.9841
C 0.1025 4.2361 -1.8273
H -4.0758 -2.1694 5.4088
H 0.9255 3.9837 -2.4962
H 0.9765 -3.3543 -2.0380
H -1.4027 1.0275 6.3761
H -2.4969 -3.9494 1.3037
H -2.3795 2.4365 -3.4615
H 4.5664 -1.5640 -1.7017
H 3.9804 -0.0245 -2.4020
H 5.2078 0.3651 -0.5475
H -1.9542 4.1418 -3.6684
H 4.1926 2.0486 3.2507
H -1.8130 3.6315 0.0416
H -0.7814 2.8793 -4.0854
H 3.1144 -1.5384 -2.7327
H -2.9607 2.8103 -1.0269
H 0.4843 4.2659 -0.8062
H -3.7203 -3.5168 3.3742
H -0.1597 0.6246 4.2844
H -2.0506 -1.4571 -5.4530
H -2.6038 4.5290 -1.2699
H 5.8041 1.7008 1.3999
H 0.6672 -4.5133 -4.1989
H 1.9458 1.0193 3.1243
H -0.2668 5.2284 -2.0900
H -3.3687 -0.3650 6.9296
H -1.7525 -0.2842 -3.3048

[5]
ORCA calculation (wB97M-V/def2-TZVPD) on a structure of composition C29H26Cl3InN5OS.

spin multiplicity	1
DFT total energy	-93568.39933	eV
HOMO energy	-10.5645	eV
charge	+1

Element x y z (Å)
In -0.2234 -0.0095 -0.5721
Cl 0.7887 6.1061 3.4365
Cl 3.3913 0.2159 -0.8528
Cl -0.2505 3.9542 -2.4391
S 0.7545 0.9045 -2.5805
O 0.4714 0.6677 1.2644
N 0.5863 -2.0166 -0.3993
N 1.6808 -3.8416 0.6070
N -1.7464 1.6217 -0.2324
N 0.9307 -2.0431 1.8717
N -2.2901 -0.8539 -1.0800
C -0.4574 2.8935 1.3772
C 1.8949 -4.5383 -0.6583
C 1.5965 3.5345 3.1446
C -2.5678 -2.1056 -1.3662
C -2.8804 1.4723 -1.0525
C -4.3320 -0.1587 -2.1728
C 3.0177 4.1150 -0.1924
C 0.4983 1.9089 1.7190
C -0.3619 4.1835 1.9333
C 0.8868 -4.0858 -1.6905
C -4.8322 2.1921 -2.2783
C 1.6222 2.1410 -1.6387
C -5.1661 0.9060 -2.5876
C 1.5089 -2.5406 3.1117
C 1.8716 4.4498 -0.8904
C 0.8890 -2.5725 -1.7220
C 1.5127 2.2658 2.6217
C 1.1903 3.4719 -1.5986
C -3.7375 -2.4883 -2.0404
C -3.6861 2.4811 -1.5087
C 3.4778 2.8087 -0.2005
C 2.3507 -4.4173 1.7732
C 0.6568 4.5049 2.7898
C 1.0781 -2.6347 0.6691
C -3.1680 0.1300 -1.4362
C 1.6194 -4.0478 3.0478
C 2.7847 1.8465 -0.9114
C -4.6005 -1.5153 -2.4604
C -1.5739 2.6623 0.5034
H 0.1432 -2.2036 -2.4304
H 2.3923 3.7911 3.8313
H 0.6250 -4.4983 3.0459
H 2.4975 -2.0985 3.2739
H 1.1458 -4.4943 -2.6667
H -3.9241 -3.5337 -2.2377
H 0.8662 -2.2261 3.9331
H -3.4474 3.5130 -1.2897
H -5.4532 3.0098 -2.6173
H 1.8548 -2.1962 -2.0763
H -0.1062 -4.4572 -1.4229
H -2.3305 3.4479 0.4948
H 0.7328 -1.0459 1.8418
H 1.4991 5.4645 -0.8927
H 4.3696 2.5280 0.3417
H -1.8307 -2.8378 -1.0573
H -6.0563 0.6853 -3.1619
H 2.9139 -4.3532 -1.0136
H 3.5535 4.8747 0.3605
H 3.3915 -4.0782 1.8125
H -5.4955 -1.7703 -3.0143
H 2.3652 -5.4977 1.6339
H 2.1605 -4.4255 3.9139
H 2.2425 1.5112 2.8855
H 1.8048 -5.6079 -0.4657
H -1.1003 4.9307 1.6695

[6]
ORCA calculation (wB97M-V/def2-TZVPD) on a structure of composition C29H26ClO15PPrS2.

spin multiplicity	3
DFT total energy	-118757.90753	eV
HOMO energy (alpha / beta)	-6.0555 / -6.0606	eV
energy relative to the best compared isomer or geometry (same formula, charge and spin)	4.85	kcal/mol
charge	-1
<S²>	2.001

Element x y z (Å)
Pr 0.2148 0.2848 1.0506
Cl -1.4850 -0.0356 3.3209
S 1.7651 2.3596 2.0413
S 2.5251 -1.2706 1.4409
P 0.6030 -1.8411 -0.9055
O -2.7668 0.0710 3.9442
O -0.3533 2.4626 -3.1638
O 3.5642 -1.1515 2.4159
O 3.0862 2.8958 2.1889
O -0.4685 -0.1672 4.2992
O 2.4423 -0.2054 0.4251
O 1.4973 1.0828 2.7152
O 1.1628 -1.5532 1.9425
O 0.2062 1.1439 -1.4551
O -1.6120 2.4622 0.1612
O -1.6504 -0.3701 -0.2461
O -1.4761 -1.1448 2.4099
O -1.2740 1.1703 2.5276
O 1.2934 2.2730 0.6411
O -2.8355 0.2989 -2.0362
C 3.9069 -3.5974 0.8078
C -0.6971 -3.1266 -1.0965
C -1.1273 3.0862 -1.0008
C -1.4048 5.3185 3.4845
C 0.9633 -1.4298 -2.6532
C 2.2191 -4.1629 -1.3264
C -0.6657 5.5444 2.3267
C -1.0765 -3.7423 -2.2837
C 2.5000 -0.8499 -4.4227
C -2.3119 -4.4677 0.0930
C 0.1350 -0.6489 -4.7858
C -2.6891 -5.0756 -1.0962
C 0.6134 3.5537 2.7327
C -1.3266 -3.4945 0.0940
C 2.2637 -1.3035 -3.1306
C -2.5225 6.2489 3.8761
C 4.1007 -4.7470 0.0591
C -1.0834 4.2234 4.2791
C 2.0117 -3.0040 -0.5824
C -0.0785 3.3431 3.9123
C -0.1026 -1.0878 -3.4918
C 1.4409 -0.5218 -5.2529
C -2.0720 -4.7102 -2.2824
C -2.4257 0.4126 -0.8806
C 2.8726 -2.7395 0.4772
C 3.2562 -5.0261 -1.0078
C -2.7971 1.6871 -0.0819
C 0.3395 4.6692 1.9541
C -0.3667 2.1179 -1.8824
H 4.9019 -5.4299 0.3114
H -2.7969 -4.7421 1.0218
H -1.6459 4.0437 5.1881
H 0.9253 4.8281 1.0572
H -0.8916 6.4050 1.7070
H -0.4145 3.8398 -0.6652
H -2.3698 -5.1773 -3.2136
H -3.4254 5.6904 4.1259
H 3.0983 -1.5442 -2.4835
H 0.1554 2.4797 4.5221
H -1.9307 3.5570 -1.5727
H 3.5180 -0.7571 -4.7807
H -1.0540 -2.9833 1.0087
H -2.7557 6.9375 3.0646
H -1.1198 -1.1483 -3.1161
H 4.5406 -3.3474 1.6494
H -0.6106 -3.4571 -3.2181
H 0.0941 1.7540 -3.6578
H 3.3988 -5.9298 -1.5882
H 1.6270 -0.1698 -6.2605
H -3.1705 1.4067 0.9008
H 1.5647 -4.3858 -2.1593
H -3.4734 -5.8227 -1.1009
H -3.5351 2.2881 -0.6187
H -2.2424 6.8364 4.7533
H -0.7026 -0.4065 -5.4313

[7]
ORCA calculation (wB97M-V/def2-TZVPD) on a structure of composition C29H26FeO6S2.

spin multiplicity	5
DFT total energy	-98827.70316	eV
HOMO energy (alpha / beta)	-5.1141 / -7.4843	eV
energy relative to the best compared isomer or geometry (same formula, charge and spin)	37.17	kcal/mol
<S²>	6.178

Element x y z (Å)
Fe -1.5613 3.6875 -2.7782
S -0.5101 -0.7852 1.2808
S 1.9139 -2.1944 1.9242
O -1.3002 -1.9477 1.6197
O 1.4417 -1.7940 3.2364
O -2.2153 1.4956 -4.6813
O -1.1342 0.1186 0.2570
O 3.3374 -2.1971 1.6667
O 1.2265 3.4170 -3.8020
C 0.2444 -1.6903 -1.6554
C 0.1379 3.6576 -3.4665
C -2.3470 4.8072 -1.2334
C -1.4282 0.5303 3.4633
C -1.0789 2.0220 -1.5209
C -1.7660 5.6034 -3.3431
C -1.3533 5.5402 -1.9599
C -3.0140 4.9074 -3.4632
C 0.1987 -6.4205 1.4572
C 1.3006 -3.8913 1.7977
C -2.1791 2.4079 -3.9612
C 1.0599 1.6577 4.0935
C 1.0578 -1.1602 0.6909
C -0.2975 0.2463 2.6991
C -0.4330 -5.4937 2.2887
C 0.4522 -2.3919 -2.8427
C -0.3219 1.7588 -0.2256
C 2.7663 -2.7763 -2.2246
C 0.1492 -4.2446 2.5005
C 1.1469 1.6793 -0.2774
C 1.9797 -4.8364 1.0278
C 2.5793 -2.0206 -1.0713
C -1.2833 1.3224 4.6069
C 1.2742 -1.6030 -0.6826
C -3.3709 4.4019 -2.1597
C 1.4292 -6.1099 0.8673
C 0.9374 0.8063 2.9978
C -0.0391 1.8758 4.9274
C 1.7000 -2.9618 -3.1156
H -2.3617 4.6418 -0.1567
H 1.8107 0.6143 2.3768
H 0.0792 2.4967 5.8181
H 1.4631 0.8506 -0.9188
H 2.9241 -4.5656 0.5530
H -1.3794 -5.7212 2.7796
H 1.8539 -3.5368 -4.0305
H -0.6320 1.3732 -2.2945
H -0.3036 -3.5461 3.2009
H -0.3765 -2.4998 -3.5480
H -0.7397 2.2487 0.6555
H -0.7202 -1.2268 -1.4574
H -0.2671 -7.3893 1.2753
H -4.2973 3.8856 -1.9068
H 2.0221 2.1423 4.2726
H 1.5767 2.6080 -0.6887
H -1.2604 6.1524 -4.1375
H -2.1540 1.5193 5.2324
H 3.4236 -1.7300 -0.4527
H -0.4729 6.0204 -1.5342
H 3.7537 -3.2063 -2.4140
H -2.3982 0.1349 3.1578
H -3.6307 4.8591 -4.3597
H 1.9663 -6.8498 0.2742
H -2.1419 1.7519 -1.3581
H 1.5621 1.5480 0.7233

| no. | F_max (eV Å⁻¹) |
| --- | --- |
| 1 | 0.105 |
| 2 | 2.132 |
| 3 | 10.142 |
| 4 | 1.366 |
| 5 | 0.129 |
| 6 | 5.449 |
| 7 | 6.075 |